C4H12N2O2 | ωB97M-V/def2-TZVPD

highest occupied orbital energy	-9.148	eV
charge	0
SMILES	C[C@@H](CN)NC=O.O
HOMO-LUMO gap	9.87	eV

Cartesian coordinates (Å):
C 0.966 -1.836 0.194
N 0.783 -1.219 -1.041
C -1.424 -0.272 -0.610
C 0.035 0.050 -1.118
C 0.814 1.197 -0.421
N 0.826 2.446 -1.106
O 0.711 -1.180 1.183
H 0.818 -2.933 0.149
H 0.949 -1.706 -1.902
H -1.687 0.567 0.024
H -1.465 -1.149 0.044
H -2.160 -0.289 -1.398
H 0.062 0.184 -2.190
H 0.488 1.327 0.631
H 1.854 0.939 -0.125
H -0.036 2.976 -1.052
H 1.098 2.352 -2.076
H -0.813 -1.056 4.121
H -0.631 -0.160 2.946
O -1.190 -0.239 3.746